Here is a cluster of 15 separate species, C31H41BrCl43N2O7P in total from the Open Molecules 2025 dataset. Energies are from wB97M-V/def2-TZVPD.

For the max |F|, the calculation gives 8.95 eV Å⁻¹. Its total charge is 0. For the total energy, the calculation gives -667905.6042 eV.

The geometry in XYZ format:
```
126
Properties=species:S:1:pos:R:3:forces:R:3
C 0.7111 -2.4296 0.2368 0.344 1.386 -0.177
C -0.3347 -1.3414 -0.4839 1.196 -0.980 -0.108
C 0.4513 0.1089 -0.4417 -0.651 -0.994 1.681
Br 1.0887 0.4604 -2.3132 -0.584 0.038 0.885
C -0.4069 1.3311 0.2346 -1.896 1.635 -0.769
C 0.2368 2.8138 -0.1960 -0.483 0.477 -0.027
C 1.8454 2.9354 0.1152 -0.517 -0.132 0.494
C 2.1585 4.4369 0.7003 0.091 0.413 0.009
C 3.1849 4.4358 1.9875 -1.853 0.534 -0.705
O 4.4362 3.7605 1.5989 -1.145 -2.877 2.949
C 4.5137 2.5661 2.4978 5.627 1.812 3.931
O 5.5095 2.5615 3.4102 -6.591 -0.383 -6.037
C -1.9731 1.5410 -0.3143 -2.746 -0.318 -0.395
C -2.3994 1.8235 -1.9051 0.242 -0.338 -0.649
C -3.2317 0.5598 -2.5758 -0.376 -4.012 1.259
N -3.0801 -0.7307 -2.1124 -0.631 5.343 -1.615
N -3.0122 1.5233 0.6073 4.309 -0.009 -1.294
C -4.5075 1.6813 0.4251 -1.891 0.009 -0.627
C -4.9915 3.1601 -0.0922 -0.929 0.606 -1.454
O -5.8889 3.8729 0.8618 1.965 0.584 -1.276
C -2.4317 1.2452 2.0077 -1.776 -0.373 -1.315
P -3.1223 2.3256 3.4737 0.462 0.374 1.924
O -4.7030 1.7031 3.9797 1.999 -0.551 -2.474
Cl -3.3188 4.3809 2.8171 -0.462 -1.602 -0.242
C -0.7666 1.1849 1.8617 -0.241 -1.751 1.809
O -0.4607 -0.1393 2.4992 -0.981 0.703 -2.003
C 0.0567 2.1920 2.9076 4.190 2.731 5.536
O -0.0730 3.5198 2.9426 -0.548 -6.095 -1.601
O 0.9721 1.5810 3.9208 -4.936 2.297 -6.094
H 0.2046 -3.4665 0.4310 1.145 1.990 -0.423
H 1.6561 -2.4928 -0.4891 -2.140 -0.204 1.523
H 1.1296 -1.9200 1.2315 -1.139 -1.396 -1.928
H -1.3947 -1.3327 0.0171 2.070 0.175 -0.912
H -0.4626 -1.7087 -1.6031 0.048 1.084 2.512
H 1.4376 -0.0107 0.2202 -2.245 0.422 -1.510
H 0.0735 3.0452 -1.3558 0.266 -0.931 2.500
H -0.4206 3.6402 0.3610 1.677 -1.871 -0.831
H 2.4396 2.6749 -0.8756 -1.418 0.920 2.266
H 2.1541 2.1076 0.9181 -0.781 1.868 -1.592
H 1.1643 4.9610 1.0720 2.092 -1.328 -0.600
H 2.5434 5.0883 -0.2132 -0.424 -1.286 2.147
H 3.4120 5.5621 2.3068 -0.327 -2.601 -0.615
H 2.6333 3.8587 2.8686 1.092 1.303 -1.736
H 3.7147 1.7032 2.4121 1.454 1.920 0.105
H -3.0040 2.8447 -2.0241 1.152 -2.413 0.506
H -1.4379 1.9668 -2.5979 -1.923 -0.458 1.828
H -4.0245 0.6988 -3.4571 2.005 0.405 1.861
H -3.6764 -1.4079 -2.6372 0.471 0.953 0.180
H -5.1291 1.4575 1.4171 1.903 0.566 -1.858
H -4.8957 0.8696 -0.3583 1.208 1.781 1.623
H -5.6633 2.9757 -1.0616 1.646 0.194 2.208
H -4.1221 3.8694 -0.4434 -1.399 -1.584 1.004
H -5.6628 4.8642 0.8242 -0.353 -2.322 0.180
H -2.9850 0.2156 2.2505 1.776 1.709 -0.162
H -4.6700 0.7194 3.7790 -0.241 1.499 0.495
H -1.0839 -0.8442 2.1558 1.006 1.287 0.240
C 0.7211 6.6318 -2.6289 -0.101 0.161 -0.027
Cl 1.4588 5.3766 -3.6388 -0.110 0.070 0.106
Cl 0.1161 5.9368 -1.1155 -0.238 0.392 -0.528
Cl 1.8840 7.9270 -2.2977 -0.193 -0.184 -0.055
H -0.1245 7.0592 -3.1738 0.324 -0.143 0.172
C 5.6682 1.0564 -1.4505 0.320 0.061 0.250
Cl 4.0577 0.8868 -0.7315 0.727 -0.338 -0.068
Cl 5.5426 1.3928 -3.1857 -0.030 -0.114 0.108
Cl 6.5828 2.3352 -0.6335 -0.160 -0.240 -0.116
H 6.2043 0.1128 -1.3207 -0.257 0.496 -0.010
C 6.2385 -3.3927 -0.6223 0.238 -0.182 0.262
Cl 7.3298 -3.0575 0.7328 0.014 -0.012 -0.725
Cl 4.5565 -3.4473 -0.0678 0.056 0.060 -0.322
Cl 6.4349 -2.1757 -1.8949 -0.013 -0.395 -0.097
H 6.4959 -4.3703 -1.0379 -0.132 0.353 0.070
C -5.7318 6.8870 4.3288 0.069 -0.114 0.232
Cl -7.3423 6.7174 5.0478 0.209 -0.013 -0.114
Cl -5.8574 7.2234 2.5936 0.025 -0.026 0.052
Cl -4.8172 8.1658 5.1459 -0.110 -0.214 -0.152
H -5.1957 5.9434 4.4586 -0.166 0.302 -0.093
C 5.9453 -4.3262 4.4677 -0.094 -0.107 0.088
Cl 5.0634 -3.2794 5.5928 0.115 -0.160 -0.142
Cl 5.2794 -4.1821 2.8319 -0.137 -0.215 0.707
Cl 7.6723 -3.9305 4.4735 -0.159 -0.131 0.004
H 5.8281 -5.3618 4.7970 0.053 0.373 -0.105
C 9.5960 -0.3964 2.5793 -0.188 0.131 0.084
Cl 9.8098 0.2573 0.9464 -0.007 -0.046 0.174
Cl 7.8820 -0.7043 2.9067 0.324 0.298 0.108
Cl 10.5449 -1.8785 2.7853 -0.048 0.099 0.007
H 9.9557 0.3454 3.2970 -0.124 -0.262 -0.258
C -3.3111 0.8965 7.5579 0.406 0.075 -0.022
Cl -3.8711 2.4645 8.1639 0.021 -0.197 -0.035
Cl -4.6128 0.0637 6.6907 -0.012 -0.124 0.216
Cl -1.8980 1.1034 6.5093 -0.168 -0.129 0.283
H -3.0186 0.2815 8.4128 -0.164 0.212 -0.295
C -0.6799 -4.8742 -2.8444 0.070 0.017 -0.108
Cl -2.0204 -4.0806 -2.0001 0.096 -0.148 -0.060
Cl 0.6671 -3.7456 -3.0721 -0.216 -0.242 -0.065
Cl -0.1454 -6.3090 -1.9529 0.023 0.638 0.126
H -1.0329 -5.1920 -3.8288 0.088 0.096 0.344
C -4.6010 -6.3287 -4.7781 -0.253 -0.018 0.376
Cl -2.9459 -6.9322 -4.9672 -0.152 0.049 0.116
Cl -5.4134 -7.1507 -3.4350 0.126 0.094 -0.172
Cl -4.5986 -4.5751 -4.5242 -0.035 -0.131 -0.137
H -5.1527 -6.5428 -5.6970 0.181 0.123 0.625
C -0.8530 -10.3990 -4.1038 0.090 -0.137 0.175
Cl -0.5169 -9.0306 -3.0296 -0.113 -0.534 -0.451
Cl -2.3212 -11.2474 -3.5899 0.186 0.071 -0.075
Cl -1.0067 -9.8498 -5.7814 0.076 -0.073 0.134
H -0.0138 -11.0968 -4.0454 -0.309 0.230 -0.056
C 6.1990 2.6856 7.0224 -0.129 -0.005 -0.165
Cl 7.8541 2.0820 6.8333 -0.158 0.040 -0.005
Cl 5.3866 1.8635 8.3655 0.079 0.071 -0.147
Cl 6.2014 4.4391 7.2763 -0.006 -0.203 -0.048
H 5.6473 2.4714 6.1034 0.206 0.077 0.229
C -5.4149 -7.1579 -9.0971 -0.077 0.011 -0.186
Cl -4.3236 -6.8227 -7.7420 0.067 -0.226 -0.923
Cl -7.0969 -7.2125 -8.5425 0.212 -0.035 -0.039
Cl -5.2185 -5.9408 -10.3697 -0.006 -0.205 0.160
H -5.1575 -8.1355 -9.5127 -0.077 0.341 0.168
C 3.9582 -5.0341 -4.7774 0.052 0.046 -0.023
Cl 3.5554 -3.3092 -4.8209 0.196 -0.159 -0.039
Cl 4.1666 -5.5824 -3.1054 -0.001 0.048 -0.179
Cl 2.7059 -5.9862 -5.5928 0.147 0.067 0.074
H 4.9024 -5.1807 -5.3080 -0.343 0.054 0.185
C -8.5010 4.4992 -2.7782 -0.307 0.094 0.067
Cl -6.8459 3.8957 -2.9673 -0.198 0.114 -0.275
Cl -9.3134 3.6772 -1.4351 0.143 0.097 -0.239
Cl -8.4986 6.2528 -2.5243 0.018 -0.277 -0.080
H -9.0527 4.2850 -3.6971 0.230 0.068 0.311
```
Positions in Å, forces in eV/Å.



Here is a structure of composition C31H41GaN6PSi from the Open Molecules 2025 dataset. Energies are from wB97M-V/def2-TZVPD.

For the max |F|, the calculation gives 1.85 eV Å⁻¹. Its relative energy (zero: lowest compared OMol25 entry of this formula, charge and spin) is 19.7 kJ/mol. Its total charge is +3. For the total energy, the calculation gives -111270.1413 eV.

The geometry in XYZ format:
```
81
Properties=species:S:1:pos:R:3:forces:R:3
Ga -0.5549 -0.1287 -0.4590 0.597 -1.179 1.294
C -2.1211 -1.2073 0.2944 0.633 0.679 -0.878
Si -1.1107 -2.3970 1.3903 -0.248 0.029 0.297
C 0.1031 -1.1661 2.2703 -0.351 -0.707 0.056
N 0.4837 0.0293 1.4697 -0.173 0.331 -1.407
C 1.9587 0.1702 1.1867 0.355 0.283 0.042
C 2.6189 1.3382 1.9215 -0.119 -0.171 0.249
C 2.1637 1.3854 3.3778 -0.068 0.014 -0.096
C 0.6303 1.5362 3.4715 0.120 -0.108 -0.041
C -0.0397 1.2597 2.1263 -0.051 0.183 0.285
C -2.2606 -3.2215 2.6036 0.387 0.211 -0.311
C -1.7631 -3.6812 3.8260 -0.008 -0.019 -0.070
C -2.5555 -4.4591 4.6551 0.050 0.037 0.111
C -3.8571 -4.7676 4.2838 0.041 0.059 -0.025
C -4.3681 -4.2929 3.0837 -0.122 0.020 -0.017
C -3.5761 -3.5272 2.2441 0.104 -0.003 -0.007
C -0.1028 -3.5494 0.3115 -0.224 0.154 0.069
C 1.0077 -4.2094 0.8517 -0.047 0.124 -0.015
C 1.6621 -5.2027 0.1391 0.075 -0.020 0.018
C 1.2016 -5.5725 -1.1194 0.001 0.053 0.005
C 0.1104 -4.9189 -1.6779 -0.007 -0.044 -0.085
C -0.5314 -3.9145 -0.9694 -0.064 0.061 0.097
H -2.7734 -0.5449 0.8637 0.023 0.000 0.038
H -2.6874 -1.6572 -0.5195 0.004 -0.003 -0.006
H 0.9947 -1.7122 2.5794 0.074 0.107 0.011
H -0.3993 -0.8472 3.1831 0.045 0.054 0.019
H 2.1068 0.3041 0.1105 0.015 -0.051 0.079
H 2.4556 -0.7558 1.4764 -0.098 -0.046 -0.008
H 2.3949 2.2860 1.4238 0.040 0.009 -0.052
H 3.6976 1.1927 1.8708 0.015 0.074 -0.083
H 2.6589 2.2032 3.8971 0.022 -0.039 0.037
H 2.4767 0.4644 3.8732 0.018 0.008 0.017
H 0.3491 2.5427 3.7825 -0.017 0.013 -0.009
H 0.2435 0.8620 4.2338 -0.086 0.083 0.027
H 0.1380 2.0944 1.4454 0.003 -0.045 0.039
H -1.1206 1.1518 2.2465 0.011 -0.032 -0.047
H -0.7500 -3.4416 4.1327 0.027 -0.060 0.033
H -2.1559 -4.8216 5.5926 -0.025 -0.006 0.012
H -4.4750 -5.3712 4.9344 -0.001 -0.013 -0.007
H -5.3867 -4.5188 2.7984 0.001 -0.028 0.020
H -3.9867 -3.1743 1.3048 -0.024 -0.035 -0.018
H 1.3505 -3.9651 1.8522 0.044 -0.054 0.013
H 2.5159 -5.7053 0.5741 -0.026 -0.043 0.011
H 1.6774 -6.3851 -1.6524 0.036 0.032 -0.024
H -0.2554 -5.2147 -2.6529 -0.005 -0.005 0.003
H -1.3981 -3.4297 -1.4094 -0.019 -0.075 -0.028
C 0.3358 6.1578 -1.2447 0.269 0.056 -0.007
N -1.0846 5.6524 -0.9423 0.024 0.108 -0.098
C -1.8156 5.4842 -2.2852 -0.158 -0.071 -0.301
N -1.0779 4.6332 -3.1469 -0.026 0.070 -0.219
C 0.2606 5.1627 -3.3955 -0.102 -0.050 0.068
N 0.9888 5.2674 -2.1350 0.111 0.127 -0.118
C 1.3472 3.9857 -1.5650 0.088 -0.292 0.218
P -0.1779 2.9790 -1.1059 -0.339 0.355 -0.687
C -1.0510 4.3710 -0.1803 0.039 -0.661 0.303
C -1.0666 3.2403 -2.7440 0.052 -0.142 0.210
H 0.8738 6.2517 -0.3012 -0.103 -0.044 0.043
H 0.2342 7.1432 -1.7001 -0.097 -0.019 0.025
H -1.5787 6.3592 -0.3909 0.009 -0.030 0.043
H -1.9113 6.4768 -2.7261 0.042 0.038 0.120
H -2.8081 5.0813 -2.0824 0.030 0.028 0.107
H 0.1797 6.1480 -3.8554 0.009 0.003 0.043
H 0.7949 4.5095 -4.0830 0.006 -0.005 0.024
H 1.9723 4.1360 -0.6826 0.006 -0.050 -0.005
H 1.9307 3.4197 -2.2930 0.027 -0.006 0.042
H -0.5358 4.5384 0.7673 -0.027 0.094 -0.011
H -2.0752 4.0703 0.0462 -0.012 0.062 -0.018
H -2.0919 2.8691 -2.6798 0.030 -0.045 0.011
H -0.5431 2.6632 -3.5095 -0.067 -0.040 0.001
N 3.7290 -3.3478 -5.6424 -0.044 0.037 0.009
C 3.0855 -2.8137 -4.8557 0.118 -0.081 -0.123
C 2.3032 -2.1665 -3.8496 -0.139 0.062 0.289
C 2.5607 -2.4141 -2.5010 0.024 0.077 -0.171
C 1.7904 -1.7815 -1.5508 0.055 -0.049 0.221
N 0.7923 -0.9481 -1.8814 -0.694 0.756 0.548
C 0.5367 -0.7150 -3.1814 -0.109 0.019 -0.118
C 1.2685 -1.2929 -4.1922 0.071 -0.045 -0.023
H 3.3548 -3.0842 -2.2054 -0.016 -0.015 0.054
H 1.9555 -1.9545 -0.4974 0.015 -0.075 -0.056
H -0.2987 -0.0601 -3.4003 0.029 -0.006 -0.081
H 1.0511 -1.0809 -5.2294 -0.078 0.002 0.010
```
Positions in Å, forces in eV/Å.



Here is a structure of composition C31H41N2O4PSr from the Open Molecules 2025 dataset. Energies are from wB97M-V/def2-TZVPD.

For the max |F|, the calculation gives 2.03 eV Å⁻¹. Its relative energy (zero: lowest compared OMol25 entry of this formula, charge and spin) is 70.1 kJ/mol. Its total charge is +2. For the total energy, the calculation gives -54096.4245 eV.

The geometry in XYZ format:
```
80
Properties=species:S:1:pos:R:3:forces:R:3
Sr -0.3951 -0.9830 0.2674 1.558 1.286 -0.246
C -0.8699 -4.0861 -0.1940 -0.193 0.275 -0.008
C -1.4324 -4.0035 1.2194 0.054 0.281 0.035
O -0.9881 -2.7693 1.8151 -0.328 -0.701 0.402
C -1.6229 -2.4382 3.0647 0.026 0.002 -0.282
C -1.2789 -0.9979 3.4137 -0.065 0.021 -0.328
O -1.4315 -0.0983 2.2968 -0.639 0.007 0.592
C -2.7465 0.4340 2.0212 0.195 -0.337 -0.048
C -3.5873 -0.4772 1.1360 0.175 -0.093 -0.176
O -2.7680 -0.9329 0.0426 -1.113 -0.228 -0.057
C -3.3365 -2.0022 -0.7397 0.146 0.111 0.242
C -2.2534 -2.5857 -1.6399 0.103 -0.072 0.400
O -1.0128 -2.8510 -0.9348 -0.823 -1.330 -0.556
H -1.3338 -4.9136 -0.7305 -0.031 -0.017 -0.044
H 0.2012 -4.2725 -0.1472 0.076 0.050 -0.072
H -1.0689 -4.8619 1.7853 0.034 -0.040 0.098
H -2.5218 -4.0365 1.2244 -0.113 0.050 0.018
H -1.2703 -3.0937 3.8610 0.057 -0.081 0.051
H -2.7002 -2.5796 2.9684 -0.079 -0.031 -0.057
H -0.2309 -0.9298 3.6992 0.032 0.071 -0.040
H -1.8884 -0.6728 4.2559 -0.048 0.056 0.057
H -2.5743 1.3809 1.5174 0.099 0.103 -0.039
H -3.2863 0.6286 2.9465 -0.004 0.049 0.113
H -4.4469 0.0848 0.7641 -0.013 0.010 -0.046
H -3.9619 -1.3409 1.6858 -0.013 -0.111 0.027
H -4.1550 -1.6346 -1.3608 -0.036 0.072 -0.041
H -3.7435 -2.7610 -0.0680 -0.017 -0.003 0.064
H -1.9912 -1.8749 -2.4193 0.121 0.048 -0.058
H -2.6259 -3.4923 -2.1142 0.016 -0.087 -0.034
N 1.7802 -0.9270 -1.4612 -0.173 0.386 -0.355
C 1.7678 -0.2043 -2.7332 0.042 -0.127 0.257
C 2.6814 -0.5517 -3.7208 0.010 -0.017 -0.016
C 2.7042 0.1274 -4.9287 -0.009 0.041 -0.046
C 1.8165 1.1740 -5.1477 0.016 -0.040 0.019
C 0.9033 1.5192 -4.1632 -0.025 0.019 -0.015
C 0.8566 0.8364 -2.9444 -0.050 -0.026 0.026
P -0.4432 1.1726 -1.6908 0.108 0.468 -0.770
C -1.7516 2.0573 -2.5855 0.037 0.123 0.082
C -2.8231 1.3113 -3.0710 -0.092 -0.056 -0.058
C -3.8372 1.9152 -3.8041 0.029 -0.035 0.029
C -3.7961 3.2819 -4.0397 0.049 0.086 0.028
C -2.7411 4.0418 -3.5412 -0.041 -0.079 0.001
C -1.7240 3.4325 -2.8185 0.032 0.128 -0.041
C 0.2926 2.3966 -0.5491 0.074 0.034 0.050
C 1.6694 2.4270 -0.3185 -0.032 0.058 0.018
C 2.2052 3.2591 0.6601 -0.061 -0.036 -0.045
C 1.3720 4.0728 1.4144 -0.036 0.035 0.020
C -0.0011 4.0612 1.1846 0.042 -0.042 -0.039
C -0.5387 3.2233 0.2164 0.052 -0.012 0.066
H 2.1697 -1.8479 -1.6258 0.038 -0.110 0.000
H 2.4294 -0.4694 -0.8262 0.004 0.025 0.023
H 3.3854 -1.3587 -3.5384 -0.050 0.063 -0.016
H 3.4190 -0.1564 -5.6941 -0.085 0.035 0.083
H 1.8279 1.7148 -6.0874 0.001 -0.053 0.095
H 0.1994 2.3195 -4.3587 0.018 -0.031 0.046
H -2.8646 0.2429 -2.8827 0.014 0.030 -0.012
H -4.6597 1.3225 -4.1876 0.059 0.033 0.028
H -4.5883 3.7589 -4.6064 0.081 -0.040 0.051
H -2.7115 5.1102 -3.7178 0.005 -0.058 0.007
H -0.9078 4.0353 -2.4311 -0.055 -0.064 -0.067
H 2.3362 1.8383 -0.9398 -0.011 0.018 0.011
H 3.2780 3.2901 0.8130 -0.057 -0.001 -0.020
H 1.7916 4.7358 2.1636 -0.048 -0.064 -0.073
H -0.6508 4.7221 1.7478 0.046 -0.063 -0.037
H -1.6068 3.2483 0.0216 0.042 -0.029 0.030
C 4.4647 0.4709 3.0891 -0.035 -0.020 -0.049
C 3.7306 -0.8713 3.2482 -0.268 0.071 -0.214
C 4.6536 -2.0466 2.9000 0.000 -0.023 -0.015
C 3.1725 -1.0145 4.6733 -0.050 -0.016 -0.026
C 2.5788 -0.8820 2.3014 0.209 0.079 0.220
N 1.6773 -0.8744 1.5853 0.997 -0.036 0.788
H 5.2875 0.4994 3.8052 -0.034 -0.003 -0.038
H 3.8025 1.3148 3.2903 0.025 -0.047 0.002
H 4.8801 0.5789 2.0855 -0.016 -0.005 0.049
H 5.4969 -2.0360 3.5919 -0.029 -0.011 -0.036
H 5.0440 -1.9600 1.8844 -0.015 -0.003 0.055
H 4.1387 -3.0036 3.0022 0.029 0.051 -0.001
H 4.0085 -1.0031 5.3740 -0.031 -0.005 -0.034
H 2.6377 -1.9587 4.7987 0.030 0.061 -0.005
H 2.5077 -0.1857 4.9262 0.037 -0.052 -0.021
```
Positions in Å, forces in eV/Å.



Q: Among the records above, which one has the lowest max |F|?
A: C31H41GaN6PSi



Q: Which value of max |F| does entry 1 give?
A: 8.95 eV Å⁻¹